{"formula": "C3H5ClS", "method": "wB97M-V/def2-TZVPD", "gap_ev": [5.9, 7.7], "spin_multiplicity": 3, "s_squared": 2.0079, "fmax_ha_per_bohr": 0.1934, "relative_energy_ev": 2.1182, "species": ["C", "H", "H", "S", "H", "C", "Cl", "C", "H", "H"], "positions_angstrom": [[0.6188, -0.6600, 0.0735], [-2.0617, 2.0378, -0.6591], [0.7191, -2.7204, -0.3057], [-1.1403, -0.3662, -0.1722], [-0.3578, 1.7120, -0.4351], [1.2400, -1.8351, 0.0085], [1.5654, 0.7565, 0.4354], [-1.3473, 1.4375, -0.1810], [-1.4913, 1.6985, 0.8341], [2.2551, -2.0608, 0.4016]], "forces_ev_per_a": [[-4.63, 8.79, 0.48], [-1.32, -0.41, -1.68], [-0.20, -0.11, -0.38], [0.57, -1.23, -0.35], [0.70, 1.03, -0.44], [3.87, -7.36, -0.19], [0.27, -0.49, -0.15], [1.63, -1.11, 1.40], [0.13, 0.32, 1.31], [-1.03, 0.58, 0.00]], "nbo_charge": [-0.336, 0.249, 0.194, 0.386, 0.243, -0.403, -0.005, -0.759, 0.224, 0.205]}

{"formula": "C3H5ClSi", "method": "wB97M-V/def2-TZVPD", "gap_ev": 9.2, "spin_multiplicity": 1, "fmax_ha_per_bohr": 0.0741, "relative_energy_ev": 2.4036, "species": ["H", "H", "Cl", "C", "H", "C", "Si", "H", "H", "C"], "positions_angstrom": [[-2.1257, -0.5639, -0.9141], [0.7759, -2.4722, -0.6019], [2.1463, -1.2299, 0.8715], [1.0103, -1.4255, -0.4377], [1.3876, -0.9471, -1.3366], [-0.2022, 2.6110, 0.3123], [-1.1285, -0.2722, 0.1026], [-1.3890, -0.7905, 1.4412], [0.1392, 3.6021, 0.3870], [-0.6139, 1.4882, 0.1758]], "forces_ev_per_a": [[-0.26, 0.01, -0.16], [0.03, 0.04, 0.08], [0.12, 0.06, 0.29], [-2.92, 1.34, 0.08], [-0.04, -0.01, 0.08], [-0.25, -0.50, -0.20], [3.64, -1.00, -0.48], [-0.29, -0.02, 0.14], [0.21, 0.52, 0.10], [-0.26, -0.43, 0.07]], "nbo_charge": [-0.153, 0.203, -0.046, -0.642, 0.205, -0.147, 0.999, -0.147, 0.233, -0.506]}

{"formula": "C3H5CuNaO4", "method": "wB97M-V/def2-TZVPD", "gap_ev": [5.5, 7.0], "spin_multiplicity": 2, "s_squared": 0.7519, "fmax_ha_per_bohr": 0.1508, "relative_energy_ev": 0.3395, "species": ["H", "C", "H", "C", "C", "H", "H", "Na", "O", "O", "O", "Cu", "O", "H"], "positions_angstrom": [[0.8946, 2.2480, -1.6739], [-2.6269, -0.4628, 0.0594], [2.2225, 2.1832, -0.5183], [1.4373, 2.8470, -0.9273], [-1.0504, 1.4139, 0.3725], [-1.4338, 1.8637, -0.5590], [-3.4810, -2.1794, 0.2214], [1.3379, 0.9075, 1.2220], [-3.6361, 0.1830, -0.0556], [-1.3948, -0.0466, 0.2418], [-2.5924, -1.8096, 0.1469], [-0.4014, -2.1434, 0.3994], [1.4171, 4.1157, -0.5331], [-1.7664, 1.8024, 1.1178]], "forces_ev_per_a": [[-0.69, 1.27, -0.09], [-0.74, 1.43, 0.73], [0.23, 0.36, 0.31], [0.70, 5.72, 2.30], [-0.06, 0.29, -0.13], [0.34, -0.09, 0.09], [-0.07, 0.18, -0.17], [-0.75, -0.12, -0.05], [0.41, -0.38, -0.19], [0.20, -0.42, -0.22], [0.01, -0.90, -0.12], [0.44, 0.12, 0.14], [-0.32, -7.28, -2.65], [0.32, -0.17, 0.05]], "nbo_charge": [0.168, 0.977, 0.061, 0.230, -0.664, 0.156, 0.521, 0.832, -0.620, -0.612, -0.766, 0.076, -0.518, 0.161]}

{"formula": "C3H5CuO5", "method": "wB97M-V/def2-TZVPD", "gap_ev": [7.5, 7.0], "spin_multiplicity": 2, "s_squared": 0.7590, "fmax_ha_per_bohr": 0.0675, "relative_energy_ev": 0.0000, "charge": -1, "species": ["H", "O", "H", "O", "C", "H", "H", "O", "H", "O", "Cu", "C", "C", "O"], "positions_angstrom": [[2.0501, 0.3429, 2.3248], [-1.6014, 2.3093, -1.1752], [2.2773, -1.3474, 0.8167], [1.1699, 0.6973, 2.1333], [0.4992, -0.2014, 1.2826], [1.7731, -0.1571, -0.4022], [-0.3719, -0.8079, 1.8146], [0.7213, -1.9420, -0.4097], [-0.2058, 0.3942, 0.6751], [-2.6910, 1.4670, -2.7744], [-0.5529, -1.2846, -1.9182], [1.3821, -0.9528, 0.2833], [-2.2739, 1.3156, -1.5818], [-2.1761, 0.1668, -1.0688]], "forces_ev_per_a": [[-0.32, -0.04, -0.05], [-0.92, 0.54, 0.52], [-0.11, -0.14, 0.03], [0.67, 0.02, 0.41], [-3.27, -0.31, -0.37], [0.07, -0.25, 0.41], [2.36, 0.25, -0.42], [-0.76, 0.12, -1.28], [0.54, 0.22, -0.02], [-0.97, 0.57, 0.11], [0.19, 0.34, 2.12], [0.03, 0.40, -0.18], [2.85, -1.15, -1.61], [-0.35, -0.56, 0.33]], "nbo_charge": [0.451, -0.517, 0.094, -0.729, -0.101, 0.119, 0.139, -0.991, 0.192, -0.537, 0.852, -0.060, 0.900, -0.813]}

Copy entry 4 word for word.
{"formula": "C3H5CuO5", "method": "wB97M-V/def2-TZVPD", "gap_ev": [7.5, 7.0], "spin_multiplicity": 2, "s_squared": 0.7590, "fmax_ha_per_bohr": 0.0675, "relative_energy_ev": 0.0000, "charge": -1, "species": ["H", "O", "H", "O", "C", "H", "H", "O", "H", "O", "Cu", "C", "C", "O"], "positions_angstrom": [[2.0501, 0.3429, 2.3248], [-1.6014, 2.3093, -1.1752], [2.2773, -1.3474, 0.8167], [1.1699, 0.6973, 2.1333], [0.4992, -0.2014, 1.2826], [1.7731, -0.1571, -0.4022], [-0.3719, -0.8079, 1.8146], [0.7213, -1.9420, -0.4097], [-0.2058, 0.3942, 0.6751], [-2.6910, 1.4670, -2.7744], [-0.5529, -1.2846, -1.9182], [1.3821, -0.9528, 0.2833], [-2.2739, 1.3156, -1.5818], [-2.1761, 0.1668, -1.0688]], "forces_ev_per_a": [[-0.32, -0.04, -0.05], [-0.92, 0.54, 0.52], [-0.11, -0.14, 0.03], [0.67, 0.02, 0.41], [-3.27, -0.31, -0.37], [0.07, -0.25, 0.41], [2.36, 0.25, -0.42], [-0.76, 0.12, -1.28], [0.54, 0.22, -0.02], [-0.97, 0.57, 0.11], [0.19, 0.34, 2.12], [0.03, 0.40, -0.18], [2.85, -1.15, -1.61], [-0.35, -0.56, 0.33]], "nbo_charge": [0.451, -0.517, 0.094, -0.729, -0.101, 0.119, 0.139, -0.991, 0.192, -0.537, 0.852, -0.060, 0.900, -0.813]}

- Which formula does entry 4 have?
  C3H5CuO5